Entry 1:
# C10H18NO5V

A structure of composition C10H18NO5V (wB97M-V/def2-TZVPD, the OMol25 dataset).

Geometry as ORCA input:
```
! wB97M-V def2-TZVPD RIJCOSX def2/J DEFGRID3
* xyz -1 2
V 0.729 0.435 0.006
O -2.484 -0.460 0.484
C -2.902 -0.096 -0.808
C -1.855 0.528 -1.736
N -0.887 1.428 -1.104
C -1.471 2.418 -0.185
C -0.561 2.715 1.027
O -0.593 3.841 1.499
O 0.132 1.715 1.458
C -0.070 2.058 -2.153
C 0.990 1.094 -2.728
O 1.250 1.147 -3.920
O 1.547 0.339 -1.848
H -1.516 -0.593 0.525
H -3.738 0.600 -0.681
H -3.303 -0.968 -1.342
H -2.413 1.067 -2.520
H -1.277 -0.253 -2.236
H -2.386 2.007 0.240
H -1.712 3.354 -0.698
H 0.477 2.894 -1.703
H -0.697 2.465 -2.953
C 2.624 -1.023 1.912
C 1.406 -1.942 1.865
C 1.829 -3.403 2.029
C 0.614 -1.680 0.582
H 3.230 -1.156 2.813
H 2.308 0.030 1.898
H 3.274 -1.197 1.048
H 0.768 -1.679 2.719
H 2.489 -3.699 1.208
H 0.960 -4.063 2.005
H 2.363 -3.575 2.970
H -0.315 -2.265 0.603
H 1.188 -2.082 -0.273
*
```

For the HOMO energy (spin up / spin down), the calculation gives -3.41 / -2.79 eV. Its lowest unoccupied orbital energy (spin up / spin down) is 3.21 / 3.21 eV.

Entry 2:
# C10H18NP2

The ion C10H18NP2 with charge +1 at a distorted geometry (wB97M-V/def2-TZVPD, the OMol25 dataset).

Geometry as ORCA input:
```
! wB97M-V def2-TZVPD RIJCOSX def2/J DEFGRID3
* xyz 1 1
C 3.057 -3.264 1.101
C 0.061 0.429 -2.951
C -0.681 -0.410 2.134
C -1.228 0.519 -2.196
C -0.256 0.951 1.538
C 1.088 -0.545 -2.362
C 0.627 -1.150 2.406
C -0.798 0.477 -0.764
C -0.991 1.217 0.301
C -2.024 2.319 0.318
N 2.513 -2.162 0.849
P 0.343 -0.838 -0.730
P 0.818 -2.220 0.917
H 2.591 -4.297 1.049
H -0.257 0.239 -4.021
H 0.372 1.455 -2.891
H -1.386 -0.272 3.008
H -1.355 -0.932 1.351
H -1.856 1.263 -2.651
H -1.724 -0.521 -2.368
H -0.562 1.800 2.219
H 0.782 1.181 1.349
H 1.171 -1.450 -2.977
H 2.105 -0.023 -2.202
H 1.550 -0.576 2.392
H 0.740 -1.795 3.298
H 4.052 -3.497 1.440
H -1.835 3.458 0.409
H -2.687 2.095 1.125
H -2.595 2.366 -0.582
H -0.640 -1.765 -1.283
*
```

For the HOMO energy, the calculation gives -12.68 eV. The energy above the lowest of the compared OMol25 structures with the same formula, charge and spin is 130.8 kJ/mol. Its lowest unoccupied orbital energy is -3.68 eV. The SMILES is C=[N+]=P1=[P@@H]2CCCC2=C(C)CCC1.

Entry 3:
# C10H18O10S2

A cluster of 2 separate species, C10H18O10S2 in total at a distorted geometry (wB97M-V/def2-TZVPD, the OMol25 dataset).

Geometry as ORCA input:
```
! wB97M-V def2-TZVPD RIJCOSX def2/J DEFGRID3
* xyz -2 1
C 1.470 -1.969 -1.262
C 2.565 -1.303 -0.423
C 2.812 -2.076 0.883
C 2.348 0.205 -0.203
C 3.650 0.899 0.207
C 1.268 0.562 0.823
O 0.333 -0.490 0.988
C -0.933 -0.040 1.376
O -1.599 -1.158 1.995
S -2.696 -1.734 0.984
O -2.053 -2.562 0.005
O -3.759 -2.271 1.750
O -3.040 -0.359 0.382
C -1.873 0.458 0.226
C -1.407 0.314 -1.210
C -0.380 1.275 -1.726
O -0.199 2.410 -1.372
H 1.861 -2.843 -1.789
H 1.070 -1.268 -1.999
H 0.623 -2.273 -0.647
H 3.487 -1.369 -1.015
H 3.221 -1.439 1.669
H 3.512 -2.901 0.728
H 1.879 -2.493 1.263
H 2.079 0.627 -1.177
H 3.509 1.982 0.253
H 3.973 0.582 1.201
H 4.445 0.689 -0.511
H 0.766 1.490 0.541
H 1.756 0.764 1.791
H -0.848 0.694 2.180
H -2.237 1.502 0.407
H -2.332 0.517 -1.776
H -1.088 -0.703 -1.454
H 0.270 0.849 -2.530
O -3.125 2.838 0.481
S -4.512 2.693 -0.114
O -5.487 2.504 0.987
O -4.482 1.494 -1.010
O -4.847 3.902 -0.902
*
```

For the HOMO energy, the calculation gives -0.24 eV. Its lowest unoccupied orbital energy is 4.34 eV.

Entry 4:
# C10H18O2Si

The molecule C10H18O2Si at a distorted geometry (wB97M-V/def2-TZVPD, the OMol25 dataset).

Geometry as ORCA input:
```
! wB97M-V def2-TZVPD RIJCOSX def2/J DEFGRID3
* xyz 0 1
C -1.285 -1.418 -0.283
C -2.546 -0.286 1.331
C -1.258 0.513 1.107
C -0.443 -0.215 0.019
C -1.020 1.098 -0.231
C -2.227 1.160 -1.133
C -0.197 2.371 -0.326
C 1.473 -2.405 0.824
C 2.599 0.463 1.142
C 1.965 -0.698 -1.776
O -1.011 -2.212 -1.107
O -2.383 -1.392 0.380
Si 1.394 -0.724 0.007
H -2.839 -0.706 2.236
H -3.326 0.275 0.955
H -0.743 0.968 2.011
H -1.915 1.563 -2.154
H -3.000 1.697 -0.670
H -2.579 0.193 -1.177
H 0.000 2.535 -1.360
H 0.771 2.241 0.098
H -0.811 3.160 -0.058
H 1.927 -2.346 1.738
H 0.416 -2.773 0.954
H 2.017 -3.219 0.332
H 3.589 0.029 1.148
H 2.706 1.166 0.410
H 2.342 0.861 2.155
H 1.429 0.162 -2.393
H 3.010 -0.496 -1.782
H 1.944 -1.563 -2.397
*
```

For the HOMO energy, the calculation gives -9.65 eV. The energy above the lowest of the compared OMol25 structures with the same formula, charge and spin is 0.0 kJ/mol. Its lowest unoccupied orbital energy is 0.72 eV. The SMILES is CC1(C)[C@H]2COC(=O)[C@]21[Si](C)(C)C.

Entry 5:
# C10H18O4P

A cluster of 2 separate species, C10H18O4P in total at a distorted geometry (wB97M-V/def2-TZVPD, the OMol25 dataset).

Geometry as ORCA input:
```
! wB97M-V def2-TZVPD RIJCOSX def2/J DEFGRID3
* xyz -1 1
C 1.494 -2.344 -0.205
C 0.707 0.853 -0.003
C -2.406 1.856 -0.488
C -0.862 -0.642 -3.061
C 2.160 0.794 2.748
C -1.851 0.497 -0.336
C 0.086 -0.138 -2.065
C 1.490 1.953 1.896
C -0.040 -2.184 0.223
C -0.428 0.301 -0.703
O 2.313 -2.310 0.704
O 1.495 -2.569 -1.420
O 1.821 0.900 -0.546
O 0.288 1.552 1.173
P -0.848 -1.770 1.799
H -2.789 2.123 -1.418
H -3.106 1.993 0.275
H -1.615 2.628 -0.290
H -1.710 -0.028 -3.469
H -0.288 -0.802 -3.986
H -1.216 -1.691 -2.884
H 3.149 1.216 3.313
H 1.496 0.304 3.417
H 2.462 0.023 2.073
H -2.524 -0.246 -0.870
H -2.000 0.349 0.777
H 0.768 -0.856 -1.916
H 0.596 0.705 -2.423
H 2.244 2.318 1.195
H 1.203 2.755 2.495
H -0.902 -2.365 -0.459
H 0.250 -2.089 2.568
H -1.433 -3.085 1.888
*
```

For the HOMO energy (spin up / spin down), the calculation gives -4.43 / -4.05 eV. The energy above the lowest of the compared OMol25 structures with the same formula, charge and spin is 576.1 kJ/mol. Its lowest unoccupied orbital energy (spin up / spin down) is 3.34 / 2.93 eV.

Entry 6:
# C10H18OS

The molecule C10H18OS at a distorted geometry (wB97M-V/def2-TZVPD, the OMol25 dataset).

Geometry as ORCA input:
```
! wB97M-V def2-TZVPD RIJCOSX def2/J DEFGRID3
* xyz 0 3
C -0.261 -0.712 -1.400
C -0.294 -1.394 1.105
C -1.446 0.133 -1.105
C -1.415 -0.417 1.363
C 0.611 -1.027 -0.132
C -1.523 0.671 0.318
C 1.444 0.293 0.169
C -2.651 1.636 0.552
C 2.360 0.628 -0.978
C 2.267 0.273 1.514
O 0.339 2.358 -0.961
S 0.296 1.662 0.349
H -0.662 -1.611 -1.917
H 0.379 -0.245 -2.135
H 0.231 -1.440 2.025
H -0.658 -2.344 0.834
H -1.448 0.939 -1.830
H -2.367 -0.396 -1.301
H -2.311 -1.052 1.536
H -1.266 0.058 2.384
H 1.457 -1.745 -0.493
H -3.542 1.287 0.091
H -2.467 2.668 0.199
H -2.777 1.757 1.642
H 3.203 1.340 -0.742
H 1.961 1.001 -1.833
H 2.734 -0.460 -1.312
H 2.262 1.251 1.853
H 3.214 -0.147 1.574
H 1.718 -0.342 2.290
*
```

For the HOMO energy (spin up / spin down), the calculation gives -4.27 / -9.68 eV. The energy above the lowest of the compared OMol25 structures with the same formula, charge and spin is 0.0 kJ/mol. Its lowest unoccupied orbital energy (spin up / spin down) is 0.82 / -1.85 eV.